(1)
16
Properties=species:S:1:pos:R:3 method="wB97M-V/def2-TZVPD" smiles="[H]/N=C/NC.CO" total_energy_ev=-8300.170 homo_energy_ev=-9.2
H 0.47522 -2.11664 0.97413
N 0.15849 -1.25605 0.53852
C 1.21745 -0.55173 0.35546
N 1.28409 0.52190 -0.46446
C 2.56163 1.04262 -0.89293
H 2.18027 -0.75874 0.83653
H 0.43437 0.66833 -0.99152
H 2.44987 2.06712 -1.23793
H 3.23235 1.05351 -0.03345
H 3.03962 0.43885 -1.67184
C -3.18080 -0.12266 0.56055
O -2.17395 -0.07024 -0.45119
H -2.76768 -0.55621 1.48006
H -3.48457 0.89511 0.78105
H -4.02816 -0.74097 0.26353
H -1.39819 -0.51419 -0.04650

***

(2)
16
Properties=species:S:1:pos:R:3 method="wB97M-V/def2-TZVPD" total_energy_ev=-11910.574 charge=-1 homo_energy_ev=-4.4
C -1.85048 -1.35650 -0.78358
C -1.33272 -2.68370 -0.09073
O -2.25831 -3.45494 0.10812
O -0.13485 -2.56376 0.27551
H -1.45216 -0.42257 -0.43479
H -2.98950 -1.28025 -0.50413
H -1.88785 -1.23088 -1.78859
C 2.08138 2.15154 0.80340
C 0.87344 1.56111 -0.11333
O 0.25752 2.51670 -0.51072
N 0.67050 0.27353 -0.06131
H 1.99287 3.10936 1.21157
H 2.92807 2.36692 0.16168
H -0.21480 -0.22564 -0.49030
H 1.24160 -0.31440 0.45947
H 2.07529 1.55348 1.75773

***

(3)
11
Properties=species:S:1:pos:R:3 method="wB97M-V/def2-TZVPD" total_energy_ev=-9230.582 homo_energy_ev="-8.8 / -8.8"
C 1.41485 -0.12607 -0.70055
C 0.65206 0.83276 -1.24403
C -0.47199 1.02322 -0.35270
C -0.35741 0.14680 0.59563
N 0.80043 -0.61019 0.44832
N -0.43611 1.73019 -1.55330
O -1.94378 -0.41991 2.26523
H 2.34712 -0.47891 -0.93120
H 1.10688 -1.02415 1.30866
H -0.94335 1.42704 -2.34094
H -1.97600 0.47249 2.71269

***

(4)
150
Properties=species:S:1:pos:R:3 method="wB97M-V/def2-TZVPD" total_energy_ev=-121455.328 homo_energy_ev=-10.3
C 0.93015 0.35158 -1.33550
C -0.45601 0.84797 -1.57732
O -0.92701 1.00738 -0.30719
C -0.22855 0.16584 0.46136
O -0.44061 -0.08068 1.67066
O 0.68246 -0.47553 -0.25078
H 1.62571 1.15109 -1.08039
H 1.38504 -0.22831 -2.13855
H -0.98514 0.02988 -2.06603
H -0.34598 1.70594 -2.24055
C -2.81545 -5.44053 4.20398
C -4.13410 -4.92623 4.81733
O -3.85150 -4.61483 6.15536
C -2.72648 -5.19826 6.48627
O -2.32572 -5.35020 7.62172
O -2.15873 -5.78308 5.36789
H -2.23624 -4.69276 3.66227
H -2.81813 -6.35169 3.60575
H -4.92057 -5.67936 4.76893
H -4.47361 -4.08239 4.21670
C -6.71500 2.73803 6.91661
C -6.73443 2.42553 5.44282
O -7.60728 1.37022 5.36497
C -8.29414 1.19682 6.48841
O -8.99990 0.24818 6.72787
O -7.90513 2.10298 7.34581
H -6.61475 3.81597 7.04347
H -5.83860 2.35102 7.43646
H -5.77963 2.07359 5.05219
H -7.04855 3.35097 4.96012
C -2.52372 3.51989 -9.28221
O -1.71006 3.67340 -10.43170
C -1.92931 2.81997 -11.49140
O -2.81922 2.00054 -11.69229
O -0.93176 3.04371 -12.39445
C -0.95964 2.30157 -13.59463
H -2.47318 4.45580 -8.72577
H -2.31181 2.68102 -8.61929
H -3.58508 3.50973 -9.53022
H 0.05199 2.29176 -14.00036
H -1.51409 2.98362 -14.23922
H -1.47136 1.35155 -13.44068
C -6.12268 10.32917 4.41980
O -5.38089 9.86052 3.26839
C -4.50239 8.88114 3.39173
O -4.30849 8.23265 4.42259
O -3.76970 9.03805 2.34160
C -2.80347 8.11491 2.13415
H -6.88852 11.08981 4.26808
H -5.37994 10.65112 5.14972
H -6.69340 9.50487 4.84745
H -3.25504 7.13181 2.00103
H -2.00169 8.43000 2.80195
H -2.33658 8.17502 1.15104
C 7.60713 -3.50420 -4.11235
O 7.51772 -4.79065 -3.51448
C 7.99169 -5.86143 -4.09969
O 8.86266 -5.98772 -4.96645
O 7.38257 -7.00902 -3.60470
C 7.08765 -8.12165 -4.41079
H 7.14647 -3.45762 -5.09912
H 8.66128 -3.22975 -4.15179
H 7.27529 -2.69914 -3.45670
H 6.38819 -8.70403 -3.81104
H 7.96758 -8.67772 -4.73423
H 6.55452 -7.92426 -5.34079
C 1.78307 -6.95337 -1.10516
O 1.28427 -8.07571 -1.80046
C 0.11894 -7.96571 -2.37132
O -0.72679 -7.07319 -2.20264
O -0.04121 -9.01487 -3.17200
C -1.36420 -9.37103 -3.54384
H 1.92881 -6.11293 -1.78378
H 2.75836 -7.16448 -0.66662
H 0.95472 -6.69663 -0.44483
H -1.99542 -9.45021 -2.65874
H -1.48884 -10.34001 -4.02719
H -1.85268 -8.57655 -4.10799
C 4.93639 -2.39820 5.63498
O 5.73432 -2.27235 4.50992
C 6.65391 -3.24929 4.31371
O 6.57856 -4.37995 4.80437
O 7.50944 -2.77921 3.37203
C 8.34855 -3.72844 2.75910
H 4.69902 -1.37445 5.92425
H 5.38554 -2.96492 6.45057
H 3.98802 -2.86896 5.37598
H 9.11662 -4.02780 3.47224
H 8.87237 -3.23391 1.94109
H 7.80828 -4.58409 2.35407
C -6.77114 -4.33806 -2.83168
O -6.69032 -3.09331 -2.11464
C -6.64980 -1.91542 -2.70764
O -6.47241 -1.78981 -3.89093
O -6.64064 -0.97480 -1.73336
C -6.65801 0.32676 -1.97922
H -6.25849 -5.14810 -2.31292
H -6.20122 -4.21956 -3.75323
H -7.75732 -4.67626 -3.14972
H -7.55703 0.57588 -2.54296
H -5.91551 0.60497 -2.72714
H -6.68821 0.92168 -1.06638
C 6.46837 5.02118 3.24241
O 5.74066 5.01793 4.43424
C 4.38538 4.96730 4.30019
O 3.70800 4.92073 3.27697
O 3.87766 5.07415 5.55449
C 2.50111 5.24450 5.76047
H 6.81359 6.00267 2.91746
H 6.10513 4.41644 2.41148
H 7.33099 4.55338 3.71690
H 1.95263 4.73403 4.96884
H 2.18696 6.28799 5.73742
H 2.29977 4.81420 6.74149
C -1.76307 0.90077 11.14620
O -2.16738 2.22778 11.52069
C -2.60779 2.44866 12.78237
O -2.62975 1.64387 13.73797
O -3.15696 3.70035 12.79240
C -3.89638 4.12285 13.83896
H -1.96934 0.81424 10.07939
H -2.38162 0.15010 11.63813
H -0.71041 0.65044 11.27785
H -4.45640 3.32606 14.32845
H -4.55428 4.89793 13.44587
H -3.30712 4.60992 14.61589
C 3.64690 7.63559 -2.16766
O 3.32469 6.75843 -3.24165
C 4.16307 5.87041 -3.76229
O 5.39978 5.99558 -3.73014
O 3.45906 4.99065 -4.57331
C 4.30094 4.12389 -5.43559
H 3.21203 8.59170 -2.45888
H 4.69345 7.89980 -2.01584
H 3.19179 7.33160 -1.22502
H 3.72659 3.35055 -5.94565
H 5.15188 3.79394 -4.83968
H 4.66127 4.72395 -6.27117
C 3.82719 -4.52543 -9.71137
O 2.33778 -4.55045 -9.81430
C 1.56381 -4.22068 -8.84481
O 1.91954 -3.50240 -7.87963
O 0.35849 -4.58086 -9.01436
C -0.79054 -4.15508 -8.28139
H 4.26557 -5.12525 -10.50896
H 4.10979 -4.99926 -8.77130
H 4.11529 -3.48236 -9.84216
H -1.47008 -4.99567 -8.14097
H -1.26298 -3.45446 -8.96991
H -0.46980 -3.77297 -7.31226

***

(5)
20
Properties=species:S:1:pos:R:3 method="wB97M-V/def2-TZVPD" smiles="C=C(C)C(=O)O.CC=C=O" total_energy_ev=-13561.051 homo_energy_ev=-8.8
C -1.87855 -0.46340 0.30463
C -0.64575 -0.58421 0.81419
C -0.21913 -1.78492 1.60077
C 0.27501 0.71826 0.84986
O -0.23488 1.82998 0.95486
O 1.41279 0.41892 1.58462
H -2.59110 -1.27603 0.32151
H -2.21032 0.46653 -0.13085
H -0.97720 -2.56647 1.57245
H 0.71147 -2.18917 1.20450
H -0.03714 -1.50381 2.63783
H 1.67093 1.21775 2.06622
C 0.05456 1.48140 -2.04692
C 1.03440 0.64908 -1.24228
C 0.94283 -0.70864 -1.27081
O 1.22914 -1.83091 -1.32430
H 0.50505 1.84241 -2.97006
H -0.24387 2.32989 -1.43105
H -0.84743 0.92045 -2.27790
H 2.04916 1.03293 -1.21727

***

(6)
11
Properties=species:S:1:pos:R:3 method="wB97M-V/def2-TZVPD" smiles="NCNC=O" total_energy_ev=-7198.083 homo_energy_ev=-9.2
N -0.72178 0.89224 -1.62164
C 0.47479 0.67745 -0.88865
N 0.18824 0.49237 0.54958
C -0.28288 -0.77376 0.87589
O 0.39181 -1.55293 1.52511
H -0.86427 0.44611 -2.50791
H -1.32040 1.68835 -1.48565
H 0.90523 -0.26386 -1.26953
H 1.21503 1.48298 -1.02861
H 0.64985 0.79277 1.40044
H -1.16696 -1.08811 0.31792

***

(7)
14
Properties=species:S:1:pos:R:3 method="wB97M-V/def2-TZVPD" smiles="C=NC(=C)CN" total_energy_ev=-7255.183 homo_energy_ev=-8.9
C 2.42701 -0.19755 0.11966
N 1.47040 -0.15721 -0.68525
C -0.02730 0.32662 -0.24021
C -0.14759 1.57341 0.17465
C -0.72298 -0.95527 -0.14352
N -2.09298 -0.34247 -0.02803
H 3.43851 -0.41047 -0.22726
H 2.32511 -0.00327 1.20585
H -1.10506 1.98193 0.44689
H 0.70867 2.22998 0.15016
H -0.47168 -1.48484 0.77990
H -0.58486 -1.56076 -1.04667
H -2.75227 -0.97816 0.41020
H -2.46497 -0.02192 -0.91637

***

(8)
9
Properties=species:S:1:pos:R:3 method="wB97M-V/def2-TZVPD" smiles="NN(O)C=O" total_energy_ev=-8174.114 homo_energy_ev=-9.4
N -0.88403 -0.22604 -0.82683
N -0.05050 0.18784 0.23982
O -0.79556 0.30727 1.44759
C 1.26277 -0.10081 0.31613
O 1.98021 -0.28442 -0.64219
H -1.00403 0.52733 -1.62068
H -0.44768 -0.90935 -1.39751
H -1.69150 0.58246 1.06510
H 1.63031 -0.08427 1.41856

***

(9)
21
Properties=species:S:1:pos:R:3 method="wB97M-V/def2-TZVPD" smiles="CNS(=O)(=O)N1CCCN1" total_energy_ev=-23724.769 homo_energy_ev=-9.0
C 2.11298 1.94883 -0.04519
N 2.37085 0.61499 -0.54137
S 1.41166 -0.57406 0.09936
O 1.93649 -1.84094 -0.30618
O 1.19275 -0.31046 1.48467
N -0.31169 -0.32481 -0.98794
C -1.08043 -1.52801 -0.72696
C -1.86332 -1.27262 0.57559
C -1.66107 0.23609 0.82236
N -0.94067 0.74571 -0.35250
H 2.23882 1.91200 1.03565
H 2.84239 2.63620 -0.47186
H 1.10049 2.29131 -0.27392
H 2.34714 0.53329 -1.54688
H -0.39434 -2.36899 -0.66744
H -1.75515 -1.68018 -1.57574
H -1.45093 -1.85255 1.39588
H -2.91641 -1.52714 0.45530
H -2.59469 0.77951 0.96215
H -1.01686 0.39512 1.68794
H -1.56801 1.18673 -1.02291

***

(10)
79
Properties=species:S:1:pos:R:3 method="wB97M-V/def2-TZVPD" spin_multiplicity=3 s_squared=2.00 total_energy_ev=-99210.019 charge=-2 homo_energy_ev=-0.3
Pr -0.67723 0.16432 -0.11860
O 0.60078 1.68131 -4.19757
C 0.23322 1.04807 -3.20439
O 0.07825 1.51614 -2.00121
C -0.04630 -0.43326 -3.31690
C 0.57298 -1.22049 -4.29491
C 0.40094 -2.60302 -4.25638
C -0.38936 -3.15189 -3.25115
C -0.97363 -2.29669 -2.31243
N -0.81213 -0.97418 -2.37700
C -1.73286 -2.81986 -1.12249
O -2.25705 -3.93819 -1.16258
O -1.74747 -2.00356 -0.11691
H 1.20445 -0.71577 -5.04896
H 0.88765 -3.25048 -4.99310
H -0.57704 -4.22608 -3.15317
C 5.64281 -2.72168 1.11773
C 4.41296 -3.62377 1.04618
N 3.42925 -3.13166 0.08231
C 3.33008 -3.77537 -1.21154
C 4.31649 -3.25324 -2.25003
C 2.72258 -2.01214 0.36627
S 2.01113 -1.16972 -0.93059
N 2.72305 -1.60555 1.63773
C 1.77057 -0.86643 2.16326
O 0.61230 -0.66090 1.65694
C 2.05392 -0.28237 3.49428
C 1.20808 0.70791 3.99529
C 1.44454 1.26463 5.23751
C 2.52804 0.84202 5.99955
C 3.38042 -0.13500 5.50543
C 3.14670 -0.69694 4.26177
H 6.36486 -3.13166 1.84370
H 5.33954 -1.71024 1.45638
H 6.13277 -2.64242 0.12422
H 3.91823 -3.68567 2.02928
H 4.67933 -4.64163 0.73384
H 2.30010 -3.58726 -1.57113
H 3.47245 -4.85888 -1.04970
H 4.17968 -2.15748 -2.37669
H 4.12198 -3.74411 -3.22298
H 5.36525 -3.46074 -1.96552
H 0.35118 1.04490 3.37952
H 0.77216 2.03494 5.63181
H 2.71423 1.28192 6.97923
H 4.23586 -0.47318 6.09586
H 3.79662 -1.48404 3.85351
C -2.66342 -0.83178 2.65735
S -3.58649 -0.08203 1.29257
C -4.64275 -1.55380 0.98363
H -2.06853 -1.68571 2.28151
H -3.38017 -1.16119 3.43458
H -2.00392 -0.05261 3.05025
H -5.26480 -1.75998 1.87351
H -3.99628 -2.41501 0.72558
H -5.30576 -1.31870 0.13025
C -0.72859 4.63511 0.20876
C -1.40879 4.15019 -1.05519
P -2.38380 2.57704 -0.89306
C -3.90184 3.12412 0.04756
C -4.65144 4.38138 -0.36324
C -3.07673 2.57646 -2.68202
C -3.26514 3.84639 -3.52249
H -0.20026 5.58907 0.01660
H -0.00002 3.90002 0.57729
H -1.45457 4.80135 1.02749
H -0.65581 3.93415 -1.84485
H -2.08806 4.92141 -1.45868
H -3.55399 3.19628 1.09596
H -4.58665 2.25037 0.01610
H -3.99300 5.27181 -0.36694
H -5.45590 4.57522 0.36529
H -5.12919 4.28616 -1.35776
H -4.03100 2.01471 -2.60787
H -2.37035 1.91631 -3.21324
H -3.91763 4.59935 -3.04766
H -3.72988 3.57967 -4.49245
H -2.29583 4.32448 -3.75362
S -1.45174 1.96915 1.68911

***

(11)
108
Properties=species:S:1:pos:R:3 method="wB97M-V/def2-TZVPD" total_energy_ev=-145966.270 charge=-2 homo_energy_ev="-0.9 / -2.9"
Y -0.25865 -0.53583 -0.14023
C 1.96448 -4.75536 1.15182
C 1.17810 -3.53167 1.17186
N 0.89563 -2.94847 0.03309
N 1.47369 -3.44460 -1.01996
C 1.56673 -2.56327 -2.05027
O 0.99290 -1.43811 -2.10343
C 2.43845 -2.96936 -3.21137
C 2.52163 -2.03813 -4.24435
C 3.40953 -2.20860 -5.26059
C 4.21728 -3.31587 -5.31156
C 4.08270 -4.32527 -4.34264
C 3.16519 -4.15941 -3.30284
C 0.68420 -2.89607 2.32814
C 1.15047 -3.21809 3.61331
C 0.55096 -2.68763 4.76070
C -0.51410 -1.78268 4.58993
C -0.93433 -1.51608 3.29373
N -0.26669 -1.99195 2.20358
H 2.86582 -4.64837 0.49229
H 1.34543 -5.62090 0.76970
H 2.31986 -5.03044 2.13525
H 1.75996 -1.25050 -4.20173
H 3.43514 -1.44872 -6.07971
H 4.92257 -3.49035 -6.16939
H 4.69306 -5.23182 -4.49446
H 2.99986 -4.90176 -2.49233
H 2.03503 -3.86333 3.71297
H 0.89870 -3.13860 5.74520
H -1.03477 -1.31404 5.40590
H -1.79488 -0.89808 3.11061
O -7.61489 -5.45579 1.89135
C -6.27080 -5.61142 1.80412
O -5.83007 -6.69998 2.10221
C -5.41169 -4.46895 1.26031
C -5.92968 -3.28266 0.68508
C -5.12946 -2.37692 0.05888
C -3.72915 -2.55962 -0.05019
C -3.20216 -3.70050 0.65837
C -3.99960 -4.65277 1.22101
N -2.87679 -1.72047 -0.71640
C -3.39430 -1.11803 -1.75541
C -2.71153 -0.19567 -2.62088
C -3.25821 0.08182 -3.94314
C -2.65840 1.03863 -4.71545
C -1.35796 1.52937 -4.34092
C -0.83644 1.10431 -3.17151
N -1.51171 0.27472 -2.31577
H -7.91688 -4.55408 1.58623
H -7.02990 -3.16251 0.63054
H -5.60681 -1.44940 -0.35929
H -2.13069 -3.78817 0.48401
H -3.53150 -5.52399 1.67217
H -4.39365 -1.20288 -2.07993
H -4.20419 -0.35018 -4.20372
H -3.13397 1.53552 -5.56444
H -0.78249 2.20128 -4.96558
H 0.18032 1.33135 -2.83196
Br -7.22353 3.71730 1.60707
C -5.34459 3.70847 1.42873
C -4.58558 4.88073 1.27854
N -3.29206 4.88420 1.02636
C -2.55883 3.74184 1.20280
C -3.20890 2.51326 1.54239
C -4.63851 2.51961 1.62101
C -2.50139 1.14582 1.60491
O -3.09734 0.14320 2.03726
O -1.31888 1.05060 1.00739
H -5.09486 5.83089 1.26910
H -0.72666 2.88323 1.02391
H -5.17270 1.59232 1.79810
O 1.00112 1.16065 -0.79666
O 1.69287 -0.29322 0.67175
C -0.87966 6.24881 1.08487
C -0.25027 4.86699 0.87451
C 0.87662 4.59182 1.88353
C 0.24756 4.67276 -0.58195
N -1.19904 3.79642 1.04173
H -0.05429 7.00081 0.93540
H -1.32664 6.44828 2.07189
H -1.66086 6.39497 0.34515
H 1.56437 5.41453 1.89266
H 1.38735 3.71383 1.49268
H 0.56756 4.46165 2.90428
H 1.22485 5.23322 -0.68920
H -0.53140 5.10725 -1.24211
H 0.40589 3.60446 -0.77668
C 4.34974 3.49000 -0.02237
C 4.05756 2.22442 0.78399
C 4.66245 2.31659 2.21408
O 2.62383 2.04286 0.95237
B 2.16941 0.89248 -0.02653
O 3.47035 0.75301 -0.83252
C 4.58659 1.00085 -0.03367
C 4.88047 -0.10617 0.95967
C 5.76391 1.24160 -1.00641
H 3.88927 4.33212 0.50903
H 3.87764 3.40830 -1.00770
H 5.44882 3.74223 -0.09752
H 4.26863 3.25369 2.62645
H 5.72804 2.34874 2.31112
H 4.31476 1.48850 2.83467
H 4.05510 -0.33217 1.59337
H 5.78251 0.13876 1.52838
H 5.08978 -1.06903 0.37565
H 5.51625 1.85021 -1.88092
H 6.04748 0.25693 -1.35243
H 6.62387 1.63170 -0.50111

***

(12)
14
Properties=species:S:1:pos:R:3 method="wB97M-V/def2-TZVPD" smiles=C1CC1[C@H]1CO1 total_energy_ev=-7359.795 homo_energy_ev=-9.9
C 1.18093 -1.32168 -0.19358
C 0.23651 -1.11578 -1.33746
C -0.10180 -0.54029 0.01335
C -0.06556 0.92335 0.37094
C -1.15372 1.72825 0.94067
O -0.17133 1.13664 1.77465
H 2.11925 -0.77341 -0.21208
H 1.26525 -2.31871 0.23693
H -0.34418 -1.97280 -1.66991
H 0.54748 -0.45292 -2.13982
H -0.86575 -1.07888 0.57149
H 0.56807 1.60399 -0.19299
H -1.03903 2.81734 0.92969
H -2.17614 1.36491 0.90812